Entry 1:
Computed, not measured: 10 unconnected molecules or ions with the total composition C19H51BF9N18O12S in a non-equilibrium geometry, with the ωB97M-V functional and the def2-TZVPD basis.

Computed properties:
Charge = -1
LUMO level = 0.0669 Eh
HOMO-LUMO gap = 6.11 eV
Total energy = -107899.29261 eV
2S+1 = 1

Cartesian coordinates (Å):
H  -1.154  0.490  -1.474
H  -2.878  0.413  -0.967
N  9.635  0.863  -0.375
N  -1.389  0.398  -5.031
H  -7.290  4.089  2.306
C  -6.636  2.185  2.061
C  -1.561  -0.830  0.234
H  -0.415  3.612  0.873
F  -0.840  -0.657  1.406
H  7.287  0.372  2.891
O  3.657  -2.808  0.366
F  -4.761  -1.083  -1.715
H  -6.160  -5.964  3.007
C  6.315  -1.108  3.889
H  -3.957  4.946  4.039
H  -2.955  6.634  2.780
C  -3.813  -2.075  -1.820
N  -7.093  0.935  1.774
H  -2.312  1.763  1.261
H  5.334  -2.282  5.221
C  -3.409  -2.656  -0.397
F  -4.609  -3.171  0.130
C  2.045  1.641  -0.481
H  -2.342  2.593  -0.324
O  8.073  1.294  1.212
O  6.329  -1.923  2.978
H  0.247  -3.164  -2.617
H  5.723  -0.721  5.859
N  -5.927  -5.582  3.904
F  -2.756  -1.721  -2.593
O  1.906  -3.101  -4.458
F  -3.888  -0.695  1.032
H  1.998  1.096  0.504
H  -1.077  -0.095  -5.847
C  0.723  2.460  -0.826
H  -6.345  -5.979  4.727
H  -6.411  0.196  1.737
H  -0.127  -4.849  -2.753
O  -4.801  -4.094  5.189
H  -7.355  -1.699  -3.367
H  3.591  0.749  -1.774
C  -0.638  1.325  -4.369
N  0.391  -4.051  -3.071
O  -3.275  3.961  1.097
C  7.752  4.203  3.990
N  -2.904  5.999  2.007
H  -3.889  -3.271  3.031
H  -4.235  3.387  3.326
H  1.904  0.662  -2.544
H  -2.497  6.311  1.143
O  -1.038  1.908  -3.378
N  7.612  -0.196  -0.432
H  2.109  -5.376  -5.425
O  4.826  -2.044  -1.583
O  -7.358  -2.429  -6.461
N  -5.717  -1.430  -5.262
N  6.857  0.129  3.772
N  6.894  3.341  3.388
H  9.240  3.753  2.591
C  -3.353  4.709  2.051
C  -1.761  1.832  0.277
N  0.595  1.546  -4.899
H  -8.568  2.981  1.933
B  -0.256  2.465  0.510
H  9.937  0.383  -1.201
H  6.852  0.812  4.508
H  6.699  -0.365  -0.035
F  -2.597  -2.313  1.822
C  -6.945  -1.997  -5.397
H  0.225  2.147  -1.789
H  9.645  4.909  3.817
H  -5.144  -1.372  -6.086
H  -4.738  -4.395  2.027
N  -3.891  4.335  3.247
O  7.452  4.855  4.980
C  -5.066  -4.540  4.084
C  1.290  -4.087  -4.090
N  8.977  4.282  3.403
C  -1.815  0.492  -0.566
H  4.617  -0.937  1.487
H  10.260  1.515  0.067
N  5.748  -1.375  5.099
H  7.128  2.797  2.573
C  -2.901  -1.583  0.649
H  0.946  1.076  -5.712
H  1.053  3.536  -0.982
H  7.876  -0.692  -1.263
H  -2.305  0.208  -4.665
H  1.177  2.223  -4.434
H  0.229  1.899  1.467
F  -4.457  -3.134  -2.486
N  -4.530  -4.040  2.941
H  5.976  3.252  3.789
N  -7.677  -2.047  -4.251
H  2.895  2.384  -0.371
F  -0.738  -1.654  -0.592
C  2.377  -0.883  -0.956
N  1.451  -5.310  -4.668
H  -5.364  -1.070  -4.394
H  -8.591  -2.460  -4.310
O  4.833  -0.602  0.584
H  1.943  -1.560  -1.746
S  3.996  -1.596  -0.441
F  -2.572  -3.747  -0.505
H  -8.057  0.719  1.601
H  0.956  -6.133  -4.380
C  8.413  0.688  0.197
H  1.709  -0.954  -0.060
C  2.487  0.574  -1.582
O  -5.460  2.421  2.265
N  -7.594  3.153  2.099

Mulliken atomic charge list, values in e, 4 entries: -0.32 -0.01 -0.40 -0.38

=====

Entry 2:
Computed, not measured: a molecular structure, C19H51F3HgN3O20S3Zn in a non-equilibrium geometry, with the ωB97M-V functional and the def2-TZVPD basis.

Computed properties:
Charge = -1
LUMO level = 0.0346 Eh
HOMO-LUMO gap = 5.50 eV
Total energy = -159199.54300 eV
2S+1 = 1

Cartesian coordinates (Å):
F  4.732  -19.057  -6.632
C  7.148  -17.506  -8.975
C  4.379  -20.098  -5.898
C  2.051  -19.721  -12.426
H  3.589  -22.842  -0.345
H  2.757  -16.846  -3.202
S  0.911  -24.341  -8.349
H  5.990  -23.348  -6.914
H  1.659  -21.716  -1.050
H  5.899  -21.231  -8.053
H  7.766  -15.532  -9.562
O  0.700  -19.922  -12.740
O  4.083  -24.990  -5.978
O  3.301  -27.045  -6.837
H  3.731  -21.826  -3.323
H  1.524  -21.935  -11.183
H  5.367  -14.856  -10.369
H  5.835  -21.661  -10.614
H  4.370  -24.652  -7.400
H  8.139  -19.058  -7.174
C  3.243  -16.377  -4.056
H  -0.324  -20.812  -8.757
H  7.184  -22.537  -2.095
H  -2.537  -20.137  -9.778
O  5.360  -22.858  -1.275
H  2.108  -20.471  -2.310
H  6.592  -21.229  -1.166
C  5.566  -15.739  -9.767
H  5.296  -15.549  -8.728
S  3.856  -26.417  -5.646
C  1.460  -15.839  -7.242
C  8.589  -19.094  -8.165
C  6.266  -21.984  -1.895
O  8.542  -17.810  -8.826
H  4.161  -16.873  -4.373
N  2.975  -23.683  -2.937
H  0.058  -17.014  -5.994
H  8.179  -19.903  -8.775
H  9.644  -19.366  -8.111
H  2.318  -18.666  -12.414
C  6.165  -22.106  -8.645
O  2.410  -21.660  -10.915
H  2.971  -14.751  -6.178
H  5.938  -21.471  -2.801
H  -3.100  -19.551  -8.239
C  2.344  -20.224  -10.977
O  3.327  -21.215  -8.103
H  6.696  -17.102  -11.673
O  1.292  -25.590  -9.005
O  0.940  -24.548  -6.874
H  0.918  -17.972  -7.076
O  2.853  -22.301  -5.936
S  2.955  -21.051  -6.692
H  1.212  -16.223  -9.209
O  -0.420  -23.915  -8.802
H  2.664  -20.321  -13.104
H  1.078  -21.862  -2.691
C  -2.471  -20.320  -8.700
H  3.491  -15.360  -3.728
O  -1.051  -20.510  -6.818
H  6.672  -17.384  -8.000
H  2.431  -24.199  -2.248
H  -0.371  -16.997  -7.723
O  -2.971  -21.588  -8.307
H  -3.687  -21.864  -8.884
O  5.104  -27.074  -5.315
H  4.904  -16.540  -10.110
H  -0.181  -20.265  -6.468
H  1.529  -19.843  -10.352
H  4.151  -21.281  -0.852
H  0.978  -14.868  -7.365
H  8.193  -16.914  -11.346
O  4.514  -23.964  -8.119
C  1.921  -21.521  -2.089
H  0.280  -20.703  -12.373
O  5.370  -21.978  -9.836
O  1.850  -20.127  -6.570
H  6.568  -18.255  -9.533
C  2.613  -15.783  -6.273
F  5.399  -20.934  -5.798
C  4.044  -22.322  -1.188
N  7.318  -16.385  -11.288
H  3.913  -24.055  -2.775
C  3.205  -22.271  -2.481
Hg  2.074  -24.252  -5.044
C  7.014  -16.267  -9.867
C  5.832  -23.452  -7.995
H  3.482  -16.317  -6.673
O  2.194  -16.281  -5.005
C  0.455  -16.985  -7.012
H  6.616  -24.173  -8.248
Zn  3.472  -22.704  -9.468
C  -1.032  -20.181  -8.210
H  7.245  -22.005  -8.755
H  -0.631  -19.172  -8.359
F  3.978  -19.701  -4.681
H  3.223  -19.811  -10.480
H  2.430  -16.992  -8.743
O  2.900  -26.442  -4.541
O  1.882  -23.273  -8.675
N  2.002  -16.082  -8.583

Mulliken atomic charge list, values in e, 4 entries: -0.09 -0.03 -0.05 -0.41

=====

Entry 3:
Computed, not measured: 8 unconnected molecules or ions with the total composition C19H51N3O8S5 in a non-equilibrium geometry, with the ωB97M-V functional and the def2-TZVPD basis.

Computed properties:
Charge = 0
LUMO level = 0.0113 Eh
HOMO-LUMO gap = 8.71 eV
Energy relative to the best compared isomer or geometry (same formula, charge and spin) = 100.8 kJ/mol
Total energy = -95550.91008 eV
2S+1 = 1

Cartesian coordinates (Å):
H  5.649  -2.489  -1.070
C  -4.956  -1.178  -0.024
H  -0.224  1.679  -2.574
O  4.981  0.113  -3.256
H  4.709  -3.100  2.067
C  -1.491  -3.114  0.775
H  -7.149  -0.222  1.686
S  4.664  -1.139  -2.630
H  -6.542  4.776  -0.112
C  -1.700  3.066  0.508
O  2.480  -4.731  0.672
N  -0.802  -1.868  0.996
S  -6.517  -1.979  0.168
O  -6.984  -2.314  -1.153
H  5.889  -0.641  -0.726
H  -3.015  6.108  -1.958
H  -0.977  -3.913  1.287
H  1.898  0.173  3.561
H  4.973  2.467  -0.188
H  6.800  -1.516  -1.981
H  0.160  -1.220  -0.755
H  -1.460  2.174  1.166
N  -4.656  5.385  -0.890
H  -6.572  6.172  -1.101
H  -2.473  -3.086  1.130
H  3.802  3.788  -0.455
C  0.373  -1.510  0.268
H  3.531  2.149  -1.119
H  -2.722  3.467  0.825
H  3.572  -3.599  -0.650
H  0.818  -0.657  0.774
C  2.779  -4.347  -0.427
H  3.907  4.164  2.137
O  1.675  3.016  0.956
H  3.545  2.985  3.398
H  -4.651  5.454  1.171
H  -4.387  -1.013  0.950
H  4.949  2.770  2.282
H  1.461  -1.568  3.857
O  -0.550  -0.037  2.318
C  2.293  -0.814  3.748
H  -0.326  0.925  -0.965
C  -7.454  -0.542  0.727
C  4.012  -2.848  2.836
C  -4.005  5.598  0.285
O  4.507  -0.333  2.285
C  1.103  -5.806  -1.492
H  -1.508  -3.282  -0.259
H  3.314  -3.684  -2.778
H  0.122  -5.306  -1.335
H  2.599  -1.796  -1.678
H  4.585  -2.685  3.764
H  1.112  -6.341  -2.417
H  -5.152  -0.210  -0.511
H  1.202  -2.217  0.305
H  -6.412  4.572  -1.865
H  -4.394  -1.710  -0.790
C  2.454  -4.304  -2.795
H  2.526  -0.296  -2.281
S  3.373  -1.283  2.291
H  -7.204  0.290  0.007
C  5.887  -1.446  -1.380
N  2.096  -4.775  -1.502
H  -0.908  3.776  0.678
H  -4.593  6.309  -2.706
C  -0.323  1.843  -1.464
C  3.970  3.111  2.417
C  -6.084  5.214  -1.027
H  2.721  -5.192  -3.388
H  1.576  -3.791  -3.227
H  3.250  -3.679  2.846
C  -1.111  -1.101  2.037
H  -1.914  -1.546  2.686
H  -3.865  4.723  -2.726
H  3.268  -0.324  -0.689
H  1.234  -6.560  -0.669
O  -2.954  1.604  -1.371
H  -8.505  -0.759  0.667
C  -3.980  5.596  -2.141
H  0.485  2.418  -1.001
O  -2.901  5.982  0.332
S  -1.918  2.694  -1.178
S  2.935  2.258  1.168
C  3.967  2.755  -0.291
H  2.941  -0.826  4.588
C  3.195  -0.876  -1.622

Mulliken atomic charge list, values in e, 4 entries: 0.24 -0.72 0.40 -0.62